Density functional theory data (ωB97M-V/def2-TZVPD) for a 2-piece molecular cluster, C10H17N2 overall in a non-equilibrium geometry.

Element x y z (Å)
C -1.25712 -1.47286 1.10045
C -0.47239 -0.21377 1.20739
C -1.23876 1.02262 1.52985
C 0.92371 -0.22810 1.16934
C 1.69124 0.97066 1.05981
C 3.06007 0.94196 1.09850
C 3.73460 -0.26078 1.25251
C 3.02518 -1.45094 1.32995
C 1.65710 -1.44904 1.26727
H -0.73417 -2.22547 0.50751
H -1.46584 -1.88858 2.08796
H -2.20952 -1.28365 0.60304
H -0.67845 1.93499 1.32910
H -2.15747 1.06722 0.94485
H -1.51101 1.02928 2.58778
H 1.19302 1.90920 0.89998
H 3.61398 1.86311 1.01357
H 4.81066 -0.27005 1.31599
H 3.55147 -2.38362 1.45672
H 1.12548 -2.37896 1.36014
C -2.58074 1.15273 -3.26264
N -2.07523 0.11004 -2.38936
N -0.68108 -0.08298 -2.45154
H -3.66438 1.24926 -3.17336
H -2.13225 2.10522 -2.98804
H -2.32271 0.94554 -4.30085
H -2.52407 -0.77872 -2.63574
H -0.25719 0.79980 -2.19958
H -0.42411 -0.73412 -1.72061

Results
**Net charge**: +1
**Max |F|**: 2.745 eV/A
**LUMO energy**: -6.014 eV

Want to see where the charge sits? The natural (NBO) charges in e are:
1. C -0.73
2. C 0.44
3. C -0.71
4. C -0.15
5. C -0.08
6. C -0.23
7. C -0.05
8. C -0.23
9. C -0.08
10. H 0.24
11. H 0.29
12. H 0.27
13. H 0.24
14. H 0.27
15. H 0.29
16. H 0.23
17. H 0.25
18. H 0.24
19. H 0.25
20. H 0.23
21. C -0.42
22. N -0.50
23. N -0.66
24. H 0.22
25. H 0.19
26. H 0.18
27. H 0.35
28. H 0.34
29. H 0.33

Density functional theory data (ωB97M-V/def2-TZVPD) for one molecule with the formula C4H8O3.

Element x y z (Å)
C 1.29103 1.81700 1.98032
O -0.09626 1.73937 1.63124
C -0.61750 0.89687 0.78403
O 0.28355 0.01075 0.34601
C -0.47681 -1.08524 -0.20985
C -0.55655 -0.94570 -1.70977
O -1.34419 -2.02316 -2.16951
H 1.84911 2.19205 1.12141
H 1.31189 2.54166 2.79396
H 1.70094 0.85848 2.30665
H 0.03338 -1.99090 0.11285
H -1.48866 -1.07151 0.20877
H -1.00942 0.03050 -1.94668
H 0.46305 -0.96462 -2.11697
H -1.34356 -2.00557 -3.13247

Results
**Max |F|**: 0.857 eV/A
**LUMO energy**: 0.866 eV

Want to see where the charge sits? The natural (NBO) charges in e are:
1. C -0.29
2. O -0.51
3. C 0.43
4. O -0.54
5. C -0.09
6. C -0.09
7. O -0.72
8. H 0.19
9. H 0.20
10. H 0.20
11. H 0.19
12. H 0.21
13. H 0.17
14. H 0.16
15. H 0.47

The lowest max |F| belongs to which entry?
C4H8O3

What is the max |F| in the first record?
2.745 eV/A